[1]
DFT (ωB97M-V/def2-TZVPD) results for C35H22F6IrN2S2Sb as an isolated structure.

* spin multiplicity: 1
* net charge: +2
* orbital gap (alpha / beta): 3.91 / 4.37 eV

The geometry in XYZ format:
```
69
Properties=species:S:1:pos:R:3:forces:R:3:nbo_charge:R:1
Ir -0.72124 0.85378 -0.52832 -0.396 0.913 3.336 1.3647
S -3.03238 5.97676 -1.83293 0.310 0.162 0.954 0.4710
C -3.71811 7.51980 -1.77526 0.052 0.540 0.663 -0.3644
C -3.50274 8.16150 -0.56781 -0.458 -0.084 -1.182 -0.2414
C -2.76981 7.38857 0.32460 0.469 -1.174 -0.147 -0.1838
C -2.41810 6.14587 -0.19098 -0.793 0.981 -0.876 -0.2878
C -1.66732 5.10551 0.43517 0.608 -0.716 0.567 0.0318
C -1.40456 3.89824 -0.26528 -0.634 0.962 -0.393 0.0906
N -0.72008 2.91070 0.23937 0.611 -1.872 -0.440 -0.4282
C -0.23815 2.99509 1.50134 0.251 0.369 0.777 0.1303
C -0.44865 4.15102 2.29581 0.055 -0.720 -0.599 -0.0532
C 0.05125 4.15998 3.63593 0.202 -0.285 0.210 -0.1454
C 0.72193 3.09939 4.14562 -0.224 0.350 -0.081 -0.1617
C 0.95592 1.92381 3.36692 -0.260 -0.126 -0.901 -0.0656
C 1.63871 0.80546 3.84567 -0.007 -0.504 -0.594 -0.1055
C 1.79764 -0.31869 3.02980 -0.570 1.002 -0.168 0.0231
C 1.21460 -0.27222 1.73795 0.384 -0.663 0.317 0.0809
N 0.58745 0.77506 1.27696 -0.977 0.144 -2.165 -0.3948
C 0.45348 1.88216 2.04040 0.110 0.411 0.547 0.2171
C 2.50302 -1.49222 3.44271 0.715 -1.220 0.350 -0.2779
C 3.11822 -1.74736 4.65988 -0.621 0.537 -0.888 -0.1869
C 3.73335 -2.99691 4.71307 0.141 -0.882 -0.626 -0.2381
C 3.59193 -3.70457 3.54005 0.104 0.227 0.521 -0.3686
S 2.70694 -2.85933 2.36179 0.050 0.557 0.690 0.4402
C -1.16628 5.20858 1.73724 -0.108 -0.267 -0.671 -0.0981
H -4.24923 7.90243 -2.62801 -0.071 0.042 -0.091 0.2612
H -3.86762 9.15142 -0.35883 -0.051 0.117 0.016 0.2500
H -2.50301 7.72154 1.31020 0.058 0.061 0.219 0.2293
H -1.79483 3.76158 -1.26363 -0.003 -0.045 -0.073 0.2350
H -0.13870 5.03275 4.24262 0.023 0.066 0.054 0.2442
H 1.07320 3.11086 5.16596 0.066 0.042 0.084 0.2449
H 2.04219 0.82064 4.84639 0.028 -0.016 0.086 0.2402
H 1.27160 -1.13059 1.08251 -0.009 0.008 -0.036 0.2269
H 3.11890 -1.05721 5.48360 -0.002 0.154 0.145 0.2317
H 4.25880 -3.37957 5.57088 0.059 -0.046 0.073 0.2510
H 3.96879 -4.68605 3.31904 0.050 -0.137 -0.001 0.2561
H -1.32948 6.10038 2.32199 -0.056 0.082 0.040 0.2407
F -3.03787 1.35386 -0.75230 0.538 -0.674 0.239 -0.6840
Sb -3.72103 0.13683 0.71823 0.382 0.325 0.088 3.1353
F -2.29619 -1.05760 0.00043 0.039 0.783 -0.135 -0.6803
F -4.87766 -0.61985 -0.55137 0.284 0.451 0.623 -0.6266
F -4.06528 -1.09163 2.08233 -0.065 0.486 -0.443 -0.6259
F -4.67764 1.64955 1.32894 0.246 -1.095 -0.413 -0.6258
F -2.18350 0.84302 1.71335 -0.463 -0.158 -0.859 -0.6873
C 0.14988 -0.31834 -1.85855 0.271 -0.936 0.785 -0.1149
C 0.41438 -1.43623 -2.31918 -0.507 3.083 0.843 -0.1071
C 0.67021 -2.69691 -2.82039 0.192 -1.451 -0.540 0.1476
C 2.02451 -3.18401 -2.77227 0.040 0.079 -0.070 -0.0618
C 2.28758 -4.55713 -2.61937 -0.034 -0.181 -0.002 -0.1346
C 3.58542 -5.01347 -2.51606 -0.005 -0.076 0.012 -0.2190
C 4.64510 -4.11507 -2.53935 -0.224 -0.054 -0.053 -0.0985
C 4.40131 -2.75426 -2.68811 -0.019 0.214 -0.035 -0.2127
C 3.11000 -2.28745 -2.79686 0.047 -0.030 0.056 -0.1372
C -0.42897 -3.49592 -3.27682 0.029 0.182 0.205 -0.0584
C -1.72553 -3.22186 -2.79153 -0.024 -0.032 -0.111 -0.1305
C -2.78252 -4.02737 -3.14679 -0.092 0.121 0.159 -0.2121
C -2.58370 -5.11292 -3.99532 0.202 0.126 0.031 -0.0821
C -1.31713 -5.37272 -4.50866 0.104 -0.001 -0.073 -0.2065
C -0.24982 -4.56781 -4.17435 -0.003 -0.125 -0.060 -0.1424
H 1.46541 -5.25039 -2.51748 0.020 -0.030 0.017 0.2353
H 3.77337 -6.07138 -2.40527 0.001 -0.031 0.070 0.2449
H 5.65629 -4.47492 -2.43325 0.118 -0.030 -0.024 0.2422
H 5.22720 -2.06032 -2.72166 0.051 0.053 -0.011 0.2428
H 2.92226 -1.23459 -2.93658 0.001 0.148 0.014 0.2293
H -1.86743 -2.39666 -2.10983 -0.104 0.023 0.074 0.2357
H -3.76264 -3.81426 -2.75046 -0.116 -0.018 0.010 0.2468
H -3.41073 -5.74651 -4.27932 -0.086 -0.021 0.031 0.2446
H -1.17411 -6.20160 -5.18235 0.028 -0.048 -0.141 0.2450
H 0.71118 -4.72023 -4.64218 0.044 -0.052 -0.006 0.2387
```
Positions in Å, forces in eV/Å.

[2]
DFT (ωB97M-V/def2-TZVPD) results for an isolated ion of composition CH2NO2 and charge -1.

* spin multiplicity: 1
* SMILES: NC(=O)[O-]
* net charge: -1
* orbital gap: 8.74 eV

The geometry in XYZ format:
```
6
Properties=species:S:1:pos:R:3:forces:R:3:nbo_charge:R:1
N -0.25000 -0.81075 0.14793 0.865 1.209 -0.608 -0.9521
C 0.20841 0.66636 0.14517 -0.406 -1.405 1.267 0.8724
O 1.43609 0.83438 0.11489 0.201 -0.205 -0.474 -0.7992
O -0.71256 1.46259 0.34160 -0.544 0.507 -0.379 -0.7952
H -1.13906 -0.86850 -0.33973 0.043 0.084 0.086 0.3369
H 0.45711 -1.28408 -0.40986 -0.158 -0.189 0.108 0.3372
```
Positions in Å, forces in eV/Å.

[3]
DFT (ωB97M-V/def2-TZVPD) results for a 2-piece molecular cluster, C2H6O3S overall.

* spin multiplicity: 1
* SMILES: CC(=O)OS.O
* orbital gap: 9.98 eV

The geometry in XYZ format:
```
12
Properties=species:S:1:pos:R:3:forces:R:3:nbo_charge:R:1
C -1.14748 -1.63372 0.24640 -1.104 -5.180 1.139 -0.7248
C -1.09550 -0.32125 -0.24567 -0.074 2.107 -4.139 0.7568
O -0.83198 0.52985 0.68479 0.366 1.773 3.342 -0.6210
O -1.16633 0.05645 -1.39823 -0.482 -0.599 -0.093 -0.5938
O 2.96956 0.79202 -0.38547 0.691 0.418 -1.245 -0.9574
S -1.02420 2.17722 0.35908 0.386 0.218 -0.197 0.3123
H -0.14002 -1.91828 0.51837 0.348 -0.062 0.377 0.2582
H -1.78928 -1.76891 1.14316 0.567 0.497 -0.349 0.2472
H -1.48931 -2.48226 -0.42741 0.374 1.652 0.179 0.2487
H 3.76431 0.95670 -0.97992 -1.863 -0.237 0.976 0.4766
H -0.20401 2.57719 1.36615 -0.302 -0.413 -0.253 0.1165
H 2.15424 1.03500 -0.88124 1.092 -0.174 0.265 0.4806
```
Positions in Å, forces in eV/Å.

Number 1: electronic energy -86968.768 eV, largest force on an atom 3.5 eV/A. Number 2: electronic energy -6656.284 eV, largest force on an atom 1.9 eV/A. Number 3: electronic energy -19147.872 eV, largest force on an atom 5.4 eV/A.